[1]
Density functional theory data (the ωB97M-V functional and the def2-TZVPD basis) for 2 unconnected molecules or ions with the total composition C18H33FN2O2P.

CARTESIAN COORDINATES (ANGSTROEM)
C 5.74099 1.59312 -0.63862
C 4.39623 1.27648 0.02830
O 3.32646 1.19169 -0.91136
C 4.43442 0.00240 0.86205
N 4.63031 -1.15397 -0.00195
C 4.49022 -2.43564 0.66989
C 3.02765 -2.83587 0.66162
O 2.68178 -3.15602 -0.67376
C 1.34584 -2.95049 -1.07005
C 1.00137 -1.44735 -1.08095
C 0.02482 -1.03185 -0.00346
N -1.24686 -1.79662 -0.21088
P -2.82057 -1.22816 0.65147
C -3.14954 0.13782 -0.50791
C -2.14507 -0.29603 2.08368
C -1.04748 -3.27321 0.04092
C 0.36148 -3.81912 -0.24922
H 6.55302 0.97780 -0.24604
H 6.02217 2.63515 -0.49557
H 5.68279 1.42319 -1.71527
H 4.10523 2.10068 0.68153
H 3.57371 0.54221 -1.57744
H 3.46665 -0.08647 1.36386
H 5.20487 0.07616 1.64542
H 5.52337 -1.08479 -0.47229
H 5.06179 -3.19744 0.13868
H 4.84453 -2.40882 1.71031
H 2.83744 -3.67894 1.33560
H 2.44619 -1.97678 1.02030
H 1.34131 -3.30479 -2.10000
H 0.57884 -1.16720 -2.05192
H 1.93175 -0.88157 -0.97742
H -0.20959 0.03077 -0.06267
H 0.38298 -1.26301 0.99923
H -1.46800 -1.66990 -1.20014
H -3.43002 -0.24026 -1.49301
H -2.33725 0.85937 -0.59620
H -4.01810 0.67126 -0.11028
H -1.12289 -0.56811 2.34373
H -2.77037 -0.53071 2.94523
H -2.18025 0.77788 1.90011
H -1.30217 -3.42385 1.09036
H -1.81200 -3.78351 -0.54247
H 0.23786 -4.76848 -0.76846
H 0.83246 -4.06370 0.70144
F -2.91739 3.25189 -0.76404
C -4.18025 3.68651 -0.51062
C -4.50960 4.02963 0.78415
C -5.80593 4.45920 1.03657
C -6.73371 4.53573 0.00725
C -6.36692 4.18431 -1.28460
C -5.07572 3.75274 -1.55733
H -3.76388 3.97545 1.56586
H -6.08663 4.74206 2.04233
H -7.73988 4.87548 0.21034
H -7.08659 4.24967 -2.08961
H -4.76185 3.48397 -2.55670

Computed properties:
net charge: +1
HOMO: -11.509 eV
LUMO level: -2.4 eV
energy: -1406.6240 hartree
Kohn-Sham gap: 9.1 eV
max |F|: 0.00761 hartree/bohr

[2]
Density functional theory data (the ωB97M-V functional and the def2-TZVPD basis) for a molecular structure, C41H44ClIN8O8PPb.

CARTESIAN COORDINATES (ANGSTROEM)
Pb 1.84989 0.43262 0.79932
Cl 3.66117 -4.28536 -5.14935
C 3.46371 -3.40884 -3.64809
C 3.59219 -4.08511 -2.42819
C 3.43409 -3.40788 -1.24973
C 3.12521 -2.01153 -1.19694
O 3.00337 -1.43995 -0.06379
C 2.99006 -1.35374 -2.46194
C 2.65048 0.03867 -2.62450
N 2.33503 0.87914 -1.71270
C 1.87950 2.14737 -2.10397
C 0.95599 2.32155 -3.10411
C 0.46589 3.60481 -3.42660
C 0.86250 4.70052 -2.71961
C 1.78873 4.55606 -1.65814
C 2.21493 5.64182 -0.86065
C 3.10918 5.42650 0.14547
C 3.59338 4.11576 0.35101
N 3.22652 3.08743 -0.36497
C 2.31802 3.28361 -1.35413
C 3.17649 -2.07267 -3.65768
H 3.81775 -5.14434 -2.42788
H 3.53232 -3.91880 -0.30078
H 2.65768 0.38453 -3.66640
H 0.56549 1.45120 -3.61746
H -0.25885 3.70602 -4.22443
H 0.46563 5.68364 -2.94282
H 1.81766 6.63098 -1.05793
H 3.45080 6.23205 0.78198
H 4.29935 3.91993 1.15069
H 3.07462 -1.55322 -4.60409
O -0.91480 5.22388 5.24233
C -0.32377 4.48731 4.50982
C 1.10029 3.94415 4.72544
O 1.79441 4.13856 5.68038
C 1.53726 3.23652 3.43096
C 0.35901 3.28034 2.44568
O 0.40146 3.00596 1.27840
C -0.82047 3.97796 3.14499
O -1.90905 4.14451 2.67692
O 2.64236 2.82670 3.20212
I 1.18134 -3.67496 2.13191
C 2.39795 -2.53433 3.40153
C 2.98077 -3.14585 4.50548
C 3.74246 -2.35499 5.34764
C 3.88685 -1.00495 5.06426
C 3.26551 -0.50163 3.93538
N 2.53857 -1.25941 3.11331
H 2.83023 -4.19862 4.69371
H 4.21122 -2.78936 6.22175
H 4.46089 -0.35025 5.70484
H 3.33648 0.54878 3.67152
O -0.63096 2.30084 4.99167
N -0.44446 1.11216 4.61471
O 0.17548 0.93796 3.57936
N -0.04240 -0.20847 0.10996
P -1.37335 -0.68916 -0.43162
N -2.29679 0.51886 -1.17675
C -2.06059 1.89892 -0.75352
C -2.63430 2.87061 -1.77415
C -4.11825 2.60841 -2.00623
C -4.32630 1.15276 -2.40933
C -3.70948 0.21921 -1.37549
N -2.34107 -1.42652 0.72990
C -2.41128 -0.77896 2.03623
C -2.30056 -1.80302 3.15616
C -3.35619 -2.89336 2.99270
C -3.28581 -3.50664 1.59538
C -3.37620 -2.42112 0.52486
N -1.36802 -1.88586 -1.63670
C -0.63201 -3.08733 -1.21688
C -0.86885 -4.22987 -2.19234
C -0.44371 -3.82172 -3.59869
C -1.13727 -2.52281 -3.99693
C -0.90372 -1.43862 -2.95330
H -0.99037 2.04038 -0.63071
H -2.52174 2.09623 0.22789
H -2.09479 2.74675 -2.71765
H -2.46466 3.89381 -1.43016
H -4.52052 3.28214 -2.76759
H -4.66859 2.80742 -1.07946
H -3.85104 0.96921 -3.37901
H -5.39039 0.92430 -2.51643
H -3.80536 -0.81827 -1.70019
H -4.26411 0.31907 -0.42670
H -3.36761 -0.23671 2.12988
H -1.60203 -0.05519 2.10712
H -2.40092 -1.30085 4.12132
H -1.29967 -2.24203 3.11963
H -4.35160 -2.45496 3.13718
H -3.23684 -3.66595 3.75671
H -4.09117 -4.23294 1.44988
H -2.33627 -4.04015 1.48025
H -4.37438 -1.95448 0.58559
H -3.27587 -2.84433 -0.47365
H -0.95604 -3.36014 -0.21236
H 0.44470 -2.86827 -1.15669
H -1.93247 -4.49363 -2.18506
H -0.30826 -5.10849 -1.86161
H -0.66065 -4.61463 -4.31888
H 0.64117 -3.66628 -3.60931
H -2.21525 -2.69204 -4.09319
H -0.77138 -2.17453 -4.96703
H -1.43692 -0.52578 -3.21538
H 0.17139 -1.19903 -2.91338

Computed properties:
net charge: -1
HOMO: -5.278 eV
LUMO level: 0.7 eV
ΔE to the lowest compared entry with this formula, charge and spin: 0.0 kJ/mol
energy: -3920.9059 hartree
Kohn-Sham gap: 6.0 eV
max |F|: 0.01034 hartree/bohr

[3]
Density functional theory data (the ωB97M-V functional and the def2-TZVPD basis) for a molecular structure, C3HINO3 at a distorted geometry.

CARTESIAN COORDINATES (ANGSTROEM)
C 1.41447 0.03439 0.82995
C -1.40597 -0.58949 -0.11041
C 0.84334 0.55753 -0.28043
N -0.50429 0.25550 -0.65422
O 2.15532 0.27755 1.70603
O 1.47182 1.05750 -1.24088
O -2.60459 -0.75478 -0.38137
I -0.73670 -1.62117 1.62589
H -0.63342 0.78297 -1.49456

Computed properties:
net charge: -1
HOMO: -2.074 eV
LUMO level: 2.9 eV
ΔE to the lowest compared entry with this formula, charge and spin: 201.3 kJ/mol
energy: -693.0837 hartree
Kohn-Sham gap: 5.0 eV
max |F|: 0.05698 hartree/bohr

[4]
Density functional theory data (the ωB97M-V functional and the def2-TZVPD basis) for a molecular structure, C6H18NSi2 at a distorted geometry.

CARTESIAN COORDINATES (ANGSTROEM)
C -1.34654 -0.24981 -0.36286
C -0.08460 0.45396 0.01559
C -1.25729 -1.73668 -0.63700
C -0.14086 1.75369 0.70367
C 1.81595 -1.64574 1.03591
C 2.92620 1.14300 -0.13943
N -1.11363 0.54258 -1.59424
Si -3.00751 0.15230 0.57121
Si 1.69220 -0.28497 -0.28236
H -1.36411 -2.27856 0.29857
H -0.31582 -2.01743 -1.09751
H -2.06863 -2.03569 -1.29477
H 0.50451 2.48927 0.22522
H 0.27567 1.58962 1.69899
H -1.13929 2.16599 0.82033
H 1.41686 -1.33651 1.99791
H 1.27359 -2.53568 0.73516
H 2.84876 -1.93870 1.19310
H 2.75247 1.90544 -0.89459
H 2.91927 1.62215 0.83556
H 3.93347 0.77215 -0.29929
H -0.65274 0.11965 -2.38397
H -1.56235 1.43572 -1.71858
H -3.98231 -0.75329 -0.01518
H -3.35277 1.54588 0.27992
H -2.67946 -0.09118 1.97268
H 1.70898 -0.78716 -1.66407

Computed properties:
net charge: +1
HOMO (alpha / beta): -10.594 / -14.038 eV
LUMO level (alpha / beta): -2.8 / -7.8 eV
energy: -872.7139 hartree
spin multiplicity: 3
Kohn-Sham gap (alpha / beta): 7.8 / 6.2 eV
max |F|: 0.11768 hartree/bohr

[5]
Density functional theory data (the ωB97M-V functional and the def2-TZVPD basis) for a single C3H6OS molecule at a distorted geometry.

CARTESIAN COORDINATES (ANGSTROEM)
C 0.13928 0.26766 1.50108
C 0.12101 0.99813 0.33746
O 0.52704 2.09041 0.18823
C -0.70650 0.23921 -0.64303
S 0.07710 -1.48947 -0.79297
H 0.82739 0.89663 2.34646
H 0.50683 -0.85862 1.13226
H -0.80670 -0.10692 2.08639
H -1.73231 -0.29441 -0.01917
H -1.05765 0.64428 -1.80369
H -0.51019 -2.20273 0.26629

Computed properties:
HOMO: -9.141 eV
SMILES: CC(=O)CS
LUMO level: 0.2 eV
ΔE to the lowest compared entry with this formula, charge and spin: 352.3 kJ/mol
energy: -591.1988 hartree
Kohn-Sham gap: 9.3 eV
max |F|: 0.17334 hartree/bohr

[6]
Density functional theory data (the ωB97M-V functional and the def2-TZVPD basis) for a single C2H4OS2 molecule at a distorted geometry.

CARTESIAN COORDINATES (ANGSTROEM)
O -0.55208 -2.10158 -0.03331
C -0.76965 -0.93517 0.71817
C -0.05952 0.23403 0.19055
S -0.19554 1.78793 0.77567
S 0.92333 -0.29145 -1.13532
H -1.30627 -2.20128 -0.58236
H -1.82743 -0.67010 0.82324
H -0.45832 -1.03606 1.79308
H 1.33908 0.98318 -1.46542

Computed properties:
HOMO: -8.760 eV
SMILES: OCC(=S)S
LUMO level: -0.3 eV
ΔE to the lowest compared entry with this formula, charge and spin: 60.8 kJ/mol
energy: -950.1855 hartree
Kohn-Sham gap: 8.5 eV
max |F|: 0.04391 hartree/bohr

[7]
Density functional theory data (the ωB97M-V functional and the def2-TZVPD basis) for a single C6H5BrClNO3 molecule at a distorted geometry.

CARTESIAN COORDINATES (ANGSTROEM)
O 1.94239 -2.49021 -0.26841
N 1.12443 -1.79813 -0.78084
O 0.80363 -1.76847 -1.94244
C 0.44997 -0.77063 0.13139
Cl 0.93470 -0.93865 1.87881
C -1.18077 -0.97600 -0.00005
C -1.93200 0.12983 0.17778
Br -3.82517 0.11966 -0.08337
C -1.36773 1.43255 0.50951
C -0.02002 1.64048 0.33580
C 0.88418 0.60516 -0.31227
O 2.22351 0.97359 -0.21324
H -1.56058 -1.89251 -0.37324
H -1.92166 2.25384 0.88449
H 0.32042 2.53008 0.78240
H 0.57189 0.44947 -1.32199
H 2.55282 0.49992 0.59569

Computed properties:
HOMO: -9.560 eV
SMILES: O=[N+]([O-])[C@]1(Cl)C=C(Br)C=C[C@H]1O
LUMO level: -0.4 eV
ΔE to the lowest compared entry with this formula, charge and spin: 0.0 kJ/mol
energy: -3546.1598 hartree
Kohn-Sham gap: 9.1 eV
max |F|: 0.06652 hartree/bohr